Run one
The following is a quantum chemistry calculation of a cluster of 2 separate species, C3H6O2S2 in total, from OMol25.

Computed properties:
SMILES	O=C=C(S)CO.S

Each line ends with the Löwdin charge.
Atoms and positions in Å:
O -1.75533 -2.67382 -0.02984  0.21
C -1.55714 -1.56522 0.19232  -0.26
C -1.40668 -0.28934 0.23062  -0.55
S -3.02878 0.57827 0.00044  0.78
C -0.22163 0.60504 0.37209  -0.25
O 0.58788 0.62008 -0.85934  -0.16
H -3.16990 1.04827 1.24326  -0.14
H 0.59146 0.18063 1.02888  0.10
H -0.42507 1.70606 0.64433  0.14
H 0.18454 0.56819 -1.71096  0.07
S 3.40465 -0.37991 0.31571  0.44
H 3.86430 -0.96930 -0.89778  -0.16
H 2.93173 0.57106 -0.52973  -0.22

=====

Run two
The following is a quantum chemistry calculation of the molecule C3H6O2S2, from OMol25.

Computed properties:
SMILES	COC(=O)SSC

Each line ends with the Löwdin charge.
Atoms and positions in Å:
C -2.93413 0.72124 0.31137  0.00
O -1.56028 0.86643 0.75789  -0.11
C -0.61030 0.36304 0.00431  -0.75
O -0.66783 -0.17689 -1.08686  0.03
S 0.96855 0.34614 1.08216  0.53
S 2.88662 0.54990 0.43101  0.44
C 2.86540 -1.01805 -0.52319  -0.42
H -3.36920 0.00153 0.99489  0.09
H -2.73053 0.35267 -0.70394  0.09
H -3.57942 1.57143 0.46254  0.09
H 2.40844 -0.63871 -1.37959  0.00
H 2.38674 -1.61439 0.12714  -0.04
H 3.93596 -1.32434 -0.47773  0.05

=====

Which one sits at the bottom of the stability order? run one does.